ORCA calculation (the ωB97M-V functional and the def2-TZVPD basis) on a molecular structure, C4H6O2.

Positions of all 12 atoms, in Å:
C  -1.214  -0.233  0.890
C  0.166  -0.161  0.582
C  0.661  -0.480  -0.837
C  0.994  0.946  -0.925
H  -1.436  0.371  1.990
H  -1.811  -0.958  1.126
H  -2.042  0.162  -0.104
H  0.961  -0.578  1.663
H  1.594  -1.083  -0.961
H  -0.124  -0.906  -2.130
O  1.567  1.640  -1.664
O  0.684  1.281  0.370

Values from the calculation:
HOMO   -10.51 eV
Energy above the lowest of the compared OMol25 structures with the same formula, charge and spin   546.1 kJ/mol
Total charge   0
2S+1   1
Electronic energy   -306.29829 hartree
Kohn-Sham gap   0.3988 Eh

Results of the Löwdin charge analysis, in e, for atoms 1 through 5: atom 1 (C): -0.106, atom 2 (C): -0.364, atom 3 (C): -0.058, atom 4 (C): -0.606, atom 5 (H): 0.165

***

ORCA calculation (the ωB97M-V functional and the def2-TZVPD basis) on a single C4H6O2 molecule.

Positions of all 12 atoms, in Å:
C  1.620  0.335  -0.536
C  0.366  0.600  0.223
O  0.060  1.664  0.719
C  -0.503  -0.603  0.462
C  -1.963  -0.306  0.123
O  -2.704  -1.131  -0.357
H  1.887  -0.726  -0.555
H  2.432  0.948  -0.151
H  1.356  0.638  -1.552
H  -0.226  -1.539  -0.031
H  -0.062  -0.639  1.480
H  -2.264  0.758  0.175

Values from the calculation:
HOMO   -9.86 eV
Energy above the lowest of the compared OMol25 structures with the same formula, charge and spin   121.8 kJ/mol
Total charge   0
2S+1   1
Electronic energy   -306.45992 hartree
Kohn-Sham gap   0.3877 Eh

Results of the Löwdin charge analysis, in e, for atoms 1 through 5: atom 1 (C): -0.007, atom 2 (C): -0.501, atom 3 (O): 0.079, atom 4 (C): -0.080, atom 5 (C): -0.227